(1)
C4H13NOSi | ωB97M-V with the def2-TZVPD basis set

XYZ file:
```
20
C4H13NOSi ωB97M-V with the def2-TZVPD basis set
C 0.50152 -2.47006 2.05411
C 1.15573 2.02152 0.26333
C -0.26428 0.16708 -2.21356
C -0.16976 -1.84179 0.76639
N -1.63265 2.19631 -0.67816
O -0.62792 -0.50717 0.94437
Si -0.25759 1.19475 -0.55513
H 1.29754 -1.78067 2.26403
H -0.18615 -2.66506 2.90707
H 0.96465 -3.37619 1.69496
H 1.72872 2.39829 -0.52905
H 0.92009 2.92076 0.82071
H 1.89559 1.29106 0.82961
H 0.60331 0.45244 -2.83790
H -0.13885 -0.90717 -1.95402
H -1.08166 0.42842 -2.89547
H -1.07730 -2.45963 0.41197
H 0.57925 -2.01145 -0.02422
H -1.75370 2.94492 -0.06235
H -2.45654 2.00364 -1.20670
```

Values from the calculation:
gap between HOMO and LUMO	8.77	eV
energy above the lowest of the compared OMol25 structures with the same formula, charge and spin	146.9	kJ/mol
E_LUMO	0.61	eV
HOMO level	-8.16	eV

=====

(2)
C4H13NS | ωB97M-V with the def2-TZVPD basis set

XYZ file:
```
19
C4H13NS ωB97M-V with the def2-TZVPD basis set
C 2.79983 0.62306 -0.17368
S 4.44416 0.19447 -0.86289
H 2.42191 -0.27630 0.30050
H 2.84485 1.43511 0.54636
H 2.14147 0.87797 -0.99745
H 4.80894 1.42242 -1.22446
C -0.97692 -0.43140 -0.53767
C -1.75811 -0.46271 0.76466
C -2.65561 0.74968 0.95158
N 0.08507 -1.44600 -0.51770
H -0.50591 0.54806 -0.66981
H -1.68294 -0.52706 -1.37377
H -1.04528 -0.53824 1.59030
H -2.34450 -1.38596 0.79872
H -3.34219 0.86211 0.11112
H -2.07755 1.67526 0.99179
H -3.20054 0.68214 1.88976
H 0.34739 -1.70465 -1.46110
H -0.30407 -2.29798 -0.12625
```

Values from the calculation:
gap between HOMO and LUMO	9.86	eV
energy above the lowest of the compared OMol25 structures with the same formula, charge and spin	14.2	kJ/mol
E_LUMO	1.02	eV
HOMO level	-8.84	eV
SMILES	CCCN.CS

=====

(3)
C4H13NS | ωB97M-V with the def2-TZVPD basis set

XYZ file:
```
19
C4H13NS ωB97M-V with the def2-TZVPD basis set
C 2.74856 2.53926 -0.22624
S 1.24978 1.75942 -0.48293
C 1.66097 0.36249 -1.59052
H 2.91090 3.40442 -0.88480
H 3.63132 1.91147 -0.35992
H 2.80765 2.94433 0.78628
H 1.68812 -0.56571 -1.01695
H 0.77099 0.24917 -2.20389
H 2.62182 0.54605 -2.05585
C -1.01823 -1.76977 1.41855
N -2.24548 -1.01988 1.35027
C -2.81674 -0.86094 0.06826
H -0.56206 -1.69996 2.40086
H -1.19528 -2.82820 1.14344
H -0.35609 -1.35561 0.65292
H -2.85931 -1.05635 2.13516
H -2.37661 -0.12529 -0.61881
H -3.88500 -0.64726 0.02722
H -2.77530 -1.78763 -0.54305
```

Values from the calculation:
gap between HOMO and LUMO	9.22	eV
energy above the lowest of the compared OMol25 structures with the same formula, charge and spin	108.8	kJ/mol
E_LUMO	1.05	eV
HOMO level	-8.17	eV
SMILES	CNC.CSC

=====

(4)
C4H13NS | ωB97M-V with the def2-TZVPD basis set

XYZ file:
```
19
C4H13NS ωB97M-V with the def2-TZVPD basis set
C 0.36143 1.48312 2.58197
S 1.33067 2.88404 3.39857
C 2.99311 3.00303 2.58399
H -0.63475 1.44819 3.12540
H 0.19118 1.65277 1.37835
H 0.92425 0.49817 2.71670
H 3.64240 2.06536 2.75848
H 3.49431 3.77771 3.01170
H 2.92388 2.94780 1.44680
C -2.11493 -3.32760 -5.03872
N -2.59135 -3.24778 -3.66085
C -1.49221 -3.38796 -2.75931
H -2.99018 -2.83662 -5.52158
H -2.04191 -4.26028 -5.43016
H -1.09704 -2.81260 -5.16795
H -2.69525 -2.24808 -3.61252
H -1.80622 -2.89131 -1.75873
H -1.02891 -4.34781 -2.76202
H -0.51745 -3.02697 -3.14331
```

Values from the calculation:
gap between HOMO and LUMO (spin up / spin down)	7.10 / 2.19	eV
energy above the lowest of the compared OMol25 structures with the same formula, charge and spin	331.4	kJ/mol
multiplicity	2
expectation value of S²	0.753
E_LUMO (spin up / spin down)	-3.80 / -8.71	eV
HOMO level (spin up / spin down)	-10.90 / -10.90	eV
charge	+1

=====

(5)
C4H13NSi2 | ωB97M-V with the def2-TZVPD basis set

XYZ file:
```
20
C4H13NSi2 ωB97M-V with the def2-TZVPD basis set
C 1.63277 1.18094 -0.47018
C 1.26476 0.59352 0.91001
C 2.10197 0.06439 -1.39080
C -2.29479 -1.22591 0.80556
N 1.43696 -0.88776 0.90769
Si 1.88511 -1.63848 -0.57069
Si -2.62265 0.07511 -0.58687
H 0.81973 1.64680 -0.84878
H 2.44953 1.79834 -0.29385
H 1.86088 1.15744 1.74054
H 0.24641 0.79126 1.21560
H 1.53060 0.25057 -2.21888
H 3.10068 0.17512 -1.83982
H -2.83957 -2.10459 0.81426
H -1.17370 -1.21436 0.90591
H -2.55819 -0.71784 1.80498
H 1.10814 -1.35360 1.73761
H -1.54392 0.00246 -1.62875
H -2.41313 1.38683 0.13301
H -3.99160 0.01978 -1.12654
```

Values from the calculation:
gap between HOMO and LUMO	8.80	eV
energy above the lowest of the compared OMol25 structures with the same formula, charge and spin	197.5	kJ/mol
E_LUMO	0.62	eV
HOMO level	-8.17	eV

=====

(6)
C4H13O3 | ωB97M-V with the def2-TZVPD basis set

XYZ file:
```
20
C4H13O3 ωB97M-V with the def2-TZVPD basis set
C 0.68047 -0.15692 0.15854
O 1.06340 -1.03537 -0.85893
C -0.53327 0.69399 -0.20447
C -1.81542 0.37406 0.56154
C -3.01848 1.18177 0.06216
H 0.38016 -0.81235 1.00513
H 1.58299 0.37105 0.50392
H -0.72956 0.60377 -1.27722
H -0.32682 1.76194 -0.04499
H -1.59659 0.60788 1.61216
H -2.10839 -0.67869 0.58788
H -3.95478 0.78665 0.45037
H -3.00845 1.15822 -1.03281
H -2.91925 2.25052 0.27347
H 3.19321 -1.99169 0.73023
H 1.71735 -2.01324 0.96264
O 2.56118 -2.12340 1.43711
H 2.14509 -0.50751 -1.66676
H 3.60955 -0.41148 -1.26586
O 3.07761 -0.05921 -1.99412
```

Values from the calculation:
gap between HOMO and LUMO	7.37	eV
energy above the lowest of the compared OMol25 structures with the same formula, charge and spin	51.8	kJ/mol
E_LUMO	3.74	eV
HOMO level	-3.63	eV
charge	-1

=====

(7)
C4H13O3S | ωB97M-V with the def2-TZVPD basis set

XYZ file:
```
21
C4H13O3S ωB97M-V with the def2-TZVPD basis set
C 0.07914 1.19929 -1.42031
O -1.22683 0.75046 -1.52056
C 0.59809 1.04456 0.06667
C 0.60981 -0.34506 0.55775
C 1.98339 -0.89500 0.87200
S 3.20711 -0.65593 -0.42464
H 0.13591 2.25413 -1.68962
H 0.68987 0.59069 -2.10819
H 1.62530 1.44891 0.02254
H 0.18508 1.83616 0.69172
H -0.11601 -0.62582 1.32041
H 0.22178 -1.09889 -0.38972
H 2.01338 -1.99080 0.92728
H 2.40585 -0.49329 1.79215
H 0.32436 -1.59110 -0.99883
H -2.30413 -0.27219 1.09169
H -2.19621 1.25321 1.38073
O -2.37472 0.41457 1.79618
H -1.36864 -0.11800 -0.89387
H -2.64625 -1.46359 -0.79714
O -1.84630 -1.24230 -0.27623
```

Values from the calculation:
gap between HOMO and LUMO (spin up / spin down)	6.65 / 6.06	eV
energy above the lowest of the compared OMol25 structures with the same formula, charge and spin	385.8	kJ/mol
multiplicity	2
expectation value of S²	0.753
E_LUMO (spin up / spin down)	-2.57 / -3.15	eV
HOMO level (spin up / spin down)	-9.22 / -9.21	eV

=====

(8)
C4H14AgO4 | ωB97M-V with the def2-TZVPD basis set

XYZ file:
```
23
C4H14AgO4 ωB97M-V with the def2-TZVPD basis set
Ag -1.41100 0.17233 -0.23950
C -0.74408 2.70379 1.53122
O -1.81179 1.75271 1.43912
H 0.01476 2.38467 0.82612
H -1.07949 3.70569 1.23547
H -0.37663 2.76284 2.55396
H -2.53030 1.99985 2.02798
C 1.29999 0.81860 -2.16561
O 0.04955 1.36071 -1.71681
H 1.14221 0.10419 -2.97212
H 1.96113 1.61299 -2.50870
H 1.74539 0.32486 -1.30823
H -0.23607 2.08460 -2.28111
C 0.10364 -2.07809 1.17244
C 0.22621 -2.67862 -0.18306
O -0.48141 -1.84651 -1.14062
O 0.71485 -0.79539 1.24561
H 0.46623 -2.76188 1.94200
H -0.96765 -1.94998 1.40230
H -0.17202 -3.69488 -0.18756
H 1.27406 -2.73178 -0.49056
H -0.75111 -2.40226 -1.87837
H 1.56353 -0.84843 1.69600
```

Values from the calculation:
gap between HOMO and LUMO	10.66	eV
E_LUMO	-3.42	eV
HOMO level	-14.08	eV
charge	+1

=====

(9)
C4H14BO5Zr | ωB97M-V with the def2-TZVPD basis set

XYZ file:
```
25
C4H14BO5Zr ωB97M-V with the def2-TZVPD basis set
Zr 0.08074 -0.13069 0.18575
B 0.03075 -1.57373 1.85992
H 0.07367 -2.02729 0.82793
H 1.02254 -1.04248 2.03091
H -0.77124 -0.77700 1.86327
H -0.19927 -2.39990 2.63558
O 1.76803 -1.11196 -0.77848
C 1.38592 -1.92338 -1.87772
C -0.16424 -1.94566 -2.21441
O -1.03608 -1.34217 -1.27946
H 1.69609 -2.96836 -1.73152
H 2.00947 -1.58994 -2.72006
H -0.50154 -2.98836 -2.29558
H -0.31543 -1.51205 -3.21550
O 1.01496 1.49545 1.37713
C 0.02290 2.38972 1.85505
C -1.37326 2.35504 1.13977
O -1.75297 1.12571 0.58048
H 0.41657 3.41243 1.93324
H -0.21480 2.11744 2.89585
H -1.47834 3.14390 0.36620
H -2.16234 2.68059 1.84066
O 0.18666 1.22632 -1.53491
H 0.81598 1.95442 -1.62479
H -0.55478 1.43195 -2.11934
```

Values from the calculation:
gap between HOMO and LUMO	7.54	eV
energy above the lowest of the compared OMol25 structures with the same formula, charge and spin	0.0	kJ/mol
E_LUMO	2.70	eV
HOMO level	-4.84	eV
charge	-1

=====

(10)
C4H14CsO5 | ωB97M-V with the def2-TZVPD basis set

XYZ file:
```
24
C4H14CsO5 ωB97M-V with the def2-TZVPD basis set
Cs -1.34493 1.92757 -2.16182
O -3.67980 3.73939 2.78102
H -3.08442 4.24307 2.22600
H -4.51910 3.76934 2.32177
C -5.43952 -3.29607 -0.18504
C -5.10780 -2.90482 1.19543
O -3.91441 -3.37751 1.77013
O -4.74557 -2.50191 -1.07930
H -6.48956 -3.01212 -0.25476
H -5.36614 -4.37187 -0.34434
H -5.92408 -3.27914 1.81323
H -5.09362 -1.81696 1.26214
H -3.20679 -2.75689 1.95909
H -5.17261 -2.42240 -1.93541
C 7.16048 1.45477 -1.38634
C 6.12772 1.93458 -0.23161
O 4.78974 1.83560 -0.69524
O 6.83898 0.11402 -1.66491
H 8.14896 1.48046 -0.92769
H 7.06648 2.13614 -2.23191
H 6.29083 2.92706 0.18849
H 6.18737 1.29402 0.64829
H 4.55882 2.64430 -1.15815
H 5.91904 0.23934 -1.90905
```

Values from the calculation:
gap between HOMO and LUMO	7.56	eV
energy above the lowest of the compared OMol25 structures with the same formula, charge and spin	137.2	kJ/mol
E_LUMO	-4.25	eV
HOMO level	-11.80	eV
charge	+1

=====

(11)
C4H14F12K3O19S4 | ωB97M-V with the def2-TZVPD basis set

XYZ file:
```
56
C4H14F12K3O19S4 ωB97M-V with the def2-TZVPD basis set
K -23.19395 0.68639 10.83723
K -18.94689 0.19542 17.41316
K -21.89118 5.45336 13.65300
C -23.24243 0.35672 15.19671
F -22.82951 -0.90785 15.34611
F -24.23581 0.47101 14.31049
F -23.69517 0.87048 16.39489
S -21.76214 1.24905 14.55543
O -21.49314 0.56948 13.25774
O -22.07465 2.69445 14.43806
O -20.69746 1.09815 15.51907
C -22.36095 -1.05809 19.60307
F -22.36576 -0.69770 18.30739
F -23.24905 -0.30140 20.15931
F -22.67019 -2.35733 19.78394
S -20.66148 -0.75892 20.36217
O -19.65596 -1.31650 19.46656
O -20.61765 0.68830 20.48048
O -20.61236 -1.50025 21.64233
C -24.32051 -4.59459 15.24449
F -25.54820 -4.49262 14.61848
F -23.57411 -3.59289 14.83681
F -24.51703 -4.61524 16.57284
S -23.39278 -6.22801 14.79979
O -24.15781 -7.25305 15.53808
O -23.65260 -6.28198 13.37106
O -21.96625 -6.17261 15.22609
C -26.65435 0.22690 17.85261
F -26.43794 0.80962 16.69130
F -25.53451 -0.45584 18.20276
F -27.01479 1.14352 18.72377
S -28.13648 -0.94120 17.65667
O -28.12270 -1.86231 18.83467
O -29.32502 -0.13091 17.43390
O -27.83045 -1.69739 16.42039
O -26.02662 -1.79549 14.05536
H -26.58385 -1.72512 14.83047
H -25.37330 -2.45505 14.28855
O -24.47248 -1.38174 12.00349
H -25.05165 -1.49244 12.75751
H -24.20588 -2.27169 11.77297
O -20.06653 -2.52031 16.33824
H -19.63010 -3.09680 16.96547
H -20.98507 -2.52428 16.60748
O -19.65252 3.14365 17.52794
H -19.07483 3.67635 18.07451
H -19.70586 3.62020 16.69953
O -19.62871 2.45639 11.95754
H -20.47622 2.19561 12.31806
H -19.08830 2.64249 12.72536
O -22.54729 3.85372 16.78823
H -22.28846 3.41737 15.97654
H -21.82015 3.69285 17.38959
O -20.50146 -1.57164 12.34502
H -20.78361 -0.74647 12.73965
H -20.21646 -1.33100 11.46349
```

Values from the calculation:
gap between HOMO and LUMO (spin up / spin down)	4.19 / 1.91	eV
multiplicity	2
expectation value of S²	0.767
E_LUMO (spin up / spin down)	-2.93 / -5.21	eV
HOMO level (spin up / spin down)	-7.13 / -7.12	eV

=====

(12)
C4H14N | ωB97M-V with the def2-TZVPD basis set

XYZ file:
```
19
C4H14N ωB97M-V with the def2-TZVPD basis set
C -0.05905 -0.54604 -1.48318
C -0.50028 0.88783 -1.79782
N 1.45231 -0.23620 -1.48181
H -0.32785 -1.07045 -0.54692
H -0.32049 -1.28548 -2.27053
H -0.18761 1.29653 -2.70795
H -0.16076 1.49632 -1.08329
H 1.72287 0.44720 -0.72205
H 1.76821 -1.14508 -1.09543
H 1.99479 0.06117 -2.39528
H -1.56715 0.93242 -1.70982
C -1.19934 -0.08858 1.88763
C 0.28887 -0.13777 2.36845
H -1.85834 0.07064 2.74613
H -1.45694 0.77708 1.32645
H -1.55197 -0.93071 1.42392
H 1.12954 0.06380 1.72379
H 0.31705 -1.15626 2.69576
H 0.51614 0.56357 3.12194
```

Values from the calculation:
gap between HOMO and LUMO	11.20	eV
energy above the lowest of the compared OMol25 structures with the same formula, charge and spin	180.4	kJ/mol
E_LUMO	-3.87	eV
HOMO level	-15.07	eV
charge	+1

=====

> Number 3 is which compound?

C4H13NS